69
Properties=species:S:1:pos:R:3 method="wB97M-V/def2-TZVPD" gap_ha=0.1359 lumo_energy_ev=-5.6 e_tot_ev=-38766.0638 total_charge=+1 relative_energy_kj_mol=214.6
C -5.00 -2.44 3.20
C -3.60 -1.92 3.11
C -3.37 -0.55 3.19
C -2.09 -0.03 3.06
C -0.97 -0.88 2.76
C 0.32 -0.29 2.66
C 1.57 -0.90 2.88
C 2.73 -0.03 2.84
C 4.01 -0.54 2.95
C 4.23 -1.91 3.13
C 5.62 -2.44 3.13
C 3.12 -2.74 3.35
C 1.83 -2.24 3.31
C -1.24 -2.28 2.69
C -2.51 -2.78 2.89
H -5.01 -3.54 3.22
H -5.50 -2.07 4.09
H -5.59 -2.12 2.33
H -4.23 0.12 3.31
H -1.92 1.05 3.18
H 0.33 0.80 2.62
H 2.57 1.05 2.75
H 4.88 0.12 2.86
H 5.63 -3.53 3.13
H 6.19 -2.08 2.27
H 6.15 -2.09 4.03
H 3.30 -3.81 3.55
H 1.01 -2.87 3.66
H -0.42 -2.97 2.47
H -2.70 -3.85 2.81
N 5.83 3.92 -0.24
C 5.00 3.36 -0.85
C 3.99 2.64 -1.56
C 2.90 3.33 -2.13
C 1.85 2.62 -2.69
C 1.82 1.21 -2.62
C 0.68 0.37 -2.97
C -0.66 0.69 -2.80
N -1.65 -0.01 -3.42
C -1.36 -1.21 -4.17
C -2.71 -1.91 -4.39
C -3.76 -1.07 -3.67
C -3.03 0.09 -2.98
C -1.02 1.87 -1.94
C -0.51 1.88 -0.63
C -0.86 2.90 0.26
C -1.69 3.93 -0.18
C -2.17 3.95 -1.49
C -1.85 2.91 -2.37
C 3.01 0.55 -2.25
C 4.04 1.24 -1.64
H 2.87 4.41 -2.06
H 1.01 3.17 -3.15
H 0.93 -0.53 -3.54
H -0.87 -1.00 -5.13
H -0.67 -1.86 -3.60
H -2.93 -1.94 -5.46
H -2.69 -2.94 -4.02
H -4.47 -0.65 -4.40
H -4.34 -1.66 -2.95
H -3.08 0.01 -1.88
H -3.48 1.05 -3.25
H 0.13 1.05 -0.32
H -0.49 2.84 1.29
H -1.97 4.72 0.54
H -2.83 4.76 -1.82
H -2.24 2.93 -3.39
H 3.06 -0.54 -2.37
H 4.87 0.70 -1.17

=====

13
Properties=species:S:1:pos:R:3 method="wB97M-V/def2-TZVPD" gap_ha="0.2610 / 0.2610" lumo_energy_ev="-7.3 / -7.3" e_tot_ev=-9267.7356 total_charge=+1 relative_energy_kj_mol=646.6
C 1.79 1.10 -0.22
C 2.42 2.19 -0.08
C -0.66 -1.39 -0.91
C 0.45 -0.82 -1.49
C -1.26 -0.61 0.15
C 0.88 0.27 -0.71
N -0.49 1.12 1.57
N -0.48 0.22 0.66
H -1.01 -2.42 -1.27
H 1.13 -1.06 -2.23
H -2.19 -0.87 0.45
H -1.05 0.89 2.41
H 0.47 1.38 1.67

=====

90
Properties=species:S:1:pos:R:3 method="wB97M-V/def2-TZVPD" gap_ha="0.2447 / 0.2439" lumo_energy_ev="2.4 / 2.4" e_tot_ev=-168992.4313 multiplicity=2 total_charge=-1 relative_energy_kj_mol=0.0
Cu -0.20 -0.14 -0.24
C -0.79 3.87 1.28
C -0.21 2.70 0.76
N -0.83 1.54 0.79
C -2.05 1.43 1.38
C -2.71 2.56 1.90
C -2.04 3.80 1.82
C -4.02 2.42 2.43
C -4.60 1.19 2.41
C -3.94 0.04 1.91
C -2.65 0.10 1.40
N -1.87 -0.85 0.85
C -2.12 -2.17 0.68
C -3.11 -2.97 1.24
C -3.21 -4.35 0.94
C -2.33 -4.98 0.10
C -1.28 -4.22 -0.47
C -0.30 -4.80 -1.31
C 0.72 -4.03 -1.80
C 0.77 -2.67 -1.45
N -0.14 -2.11 -0.69
C -1.16 -2.85 -0.18
H -0.25 4.81 1.21
H 0.77 2.71 0.30
H -2.53 4.68 2.20
H -4.53 3.29 2.83
H -5.61 1.06 2.79
H -4.50 -0.88 1.90
H -3.81 -2.57 1.95
H -4.01 -4.91 1.40
H -2.42 -6.03 -0.13
H -0.37 -5.85 -1.55
H 1.49 -4.45 -2.44
H 1.56 -2.03 -1.81
C -2.45 7.45 -1.63
C -2.44 5.95 -1.77
C -1.30 5.26 -2.16
C -1.28 3.87 -2.29
C 0.02 3.25 -2.73
C -2.44 3.13 -2.02
As -2.62 1.15 -1.84
N -0.96 0.42 -2.04
C -0.33 -0.01 -3.18
C -0.97 -0.58 -4.30
C -0.25 -1.04 -5.39
C 1.13 -0.97 -5.43
C 1.79 -0.44 -4.33
C 1.09 0.03 -3.24
C -3.75 0.75 -3.42
C -4.69 -0.27 -3.18
C -4.68 -1.09 -1.92
C -5.65 -0.56 -4.15
C -5.70 0.13 -5.36
C -6.74 -0.19 -6.40
C -4.74 1.11 -5.59
C -3.76 1.42 -4.65
C -2.73 2.45 -5.02
C -3.60 3.82 -1.62
C -4.89 3.10 -1.31
C -3.59 5.21 -1.51
H -1.46 7.86 -1.83
H -2.75 7.75 -0.63
H -3.15 7.91 -2.33
H -0.40 5.82 -2.36
H 0.78 4.02 -2.87
H -0.08 2.69 -3.66
H 0.38 2.52 -2.00
H -2.05 -0.68 -4.29
H -0.80 -1.47 -6.23
H 1.68 -1.34 -6.28
H 2.88 -0.39 -4.32
H 1.62 0.44 -2.38
H -3.70 -1.54 -1.73
H -5.41 -1.90 -1.99
H -4.91 -0.49 -1.04
H -6.37 -1.35 -3.96
H -7.44 -0.94 -6.03
H -6.27 -0.59 -7.31
H -7.30 0.70 -6.68
H -4.74 1.63 -6.54
H -2.66 2.53 -6.11
H -1.75 2.17 -4.65
H -2.98 3.43 -4.62
H -4.73 2.29 -0.60
H -5.33 2.66 -2.21
H -5.62 3.79 -0.88
H -4.50 5.71 -1.20
S 3.41 -0.69 2.66
C 2.36 -0.33 1.46
N 1.63 -0.06 0.59